No. 1
99
Properties=species:S:1:pos:R:3 method="wB97M-V/def2-TZVPD" homo_energy_ev="-3.37 / -3.37" energy_ev=-46438.5752 lumo_ev="1.8 / 0.8" spin_multiplicity=3 mol_weight_g_mol=542.63 fmax_ev_per_a=5.036 total_charge=-1
C 1.04 3.73 -3.66
C 1.20 2.85 -5.03
C -0.29 2.56 -5.68
C -0.61 0.93 -5.65
C -2.21 0.81 -5.18
C -2.34 0.51 -3.55
C -3.56 1.45 -2.99
C -4.39 0.95 -1.62
O -5.83 1.20 -1.95
B -5.81 1.85 -3.27
C -7.21 2.11 -4.10
C -7.05 3.11 -5.40
O -5.74 3.04 -6.08
C -7.25 4.73 -5.00
N -6.18 5.21 -4.02
O -4.68 1.15 -3.95
H 2.00 4.43 -3.55
H 0.06 4.38 -3.61
H 1.01 3.00 -2.73
H 1.68 1.79 -4.77
H 1.88 3.35 -5.85
H -0.32 2.95 -6.80
H -1.05 3.21 -5.07
H 0.03 0.34 -4.87
H -0.54 0.53 -6.75
H -2.69 1.84 -5.50
H -2.79 -0.03 -5.76
H -1.34 0.87 -3.02
H -2.50 -0.65 -3.41
H -3.16 2.54 -2.94
H -4.29 -0.20 -1.35
H -4.01 1.44 -0.60
H -5.33 2.91 -3.03
H -7.62 1.08 -4.49
H -7.98 2.64 -3.36
H -7.88 2.78 -6.18
H -5.58 2.14 -6.48
H -8.35 4.90 -4.61
H -7.03 5.31 -6.02
H -5.88 6.19 -4.23
H -6.52 5.15 -3.03
C 3.67 -0.14 1.09
C 2.91 0.97 0.33
C 3.61 2.33 0.57
C 3.39 2.88 1.97
C 1.90 2.97 2.28
C 1.14 1.64 2.06
N 1.46 0.99 0.75
O 0.75 1.67 -0.25
C 1.45 0.66 3.22
C -0.39 1.93 2.24
C 3.10 0.57 -1.17
H 4.68 -0.27 0.68
H 3.82 0.06 2.15
H 3.17 -1.11 1.00
H 3.25 3.07 -0.16
H 4.69 2.24 0.39
H 3.90 2.27 2.71
H 3.84 3.88 2.04
H 1.78 3.31 3.32
H 1.46 3.76 1.65
H 1.10 -0.36 2.99
H 0.94 0.96 4.15
H 2.50 0.61 3.49
H -0.76 2.71 1.55
H -0.61 2.29 3.25
H -0.99 1.02 2.08
H 2.59 -0.38 -1.39
H 4.16 0.44 -1.41
H 2.72 1.33 -1.86
C 2.80 -3.75 6.50
C 2.05 -3.75 5.14
C 0.84 -4.72 5.22
C 1.25 -6.18 5.20
C 2.11 -6.48 3.98
C 3.34 -5.54 3.84
N 2.99 -4.09 4.02
O 2.39 -3.65 2.82
C 4.43 -5.95 4.87
C 4.01 -5.84 2.46
C 1.50 -2.28 5.04
H 2.16 -3.35 7.30
H 3.09 -4.74 6.84
H 3.70 -3.12 6.45
H 0.15 -4.53 4.38
H 0.25 -4.52 6.13
H 1.77 -6.45 6.12
H 0.35 -6.81 5.17
H 2.44 -7.53 4.03
H 1.48 -6.41 3.09
H 5.21 -5.18 4.94
H 4.93 -6.88 4.57
H 4.04 -6.15 5.87
H 3.32 -5.72 1.62
H 4.36 -6.88 2.41
H 4.88 -5.19 2.30
H 2.32 -1.56 4.96
H 0.92 -2.02 5.93
H 0.83 -2.14 4.19


No. 2
100
Properties=species:S:1:pos:R:3 method="wB97M-V/def2-TZVPD" homo_energy_ev=-11.01 energy_ev=-55909.8781 lumo_ev=-3.5 mol_weight_g_mol=674.73 fmax_ev_per_a=3.767 total_charge=+1
I -2.58 -1.86 -1.79
C -0.90 -1.92 -3.22
C -0.51 -3.46 -3.35
C 0.50 -3.95 -2.25
N 1.84 -3.32 -2.30
C 2.55 -3.13 -1.07
C 3.83 -2.54 -1.42
N 3.82 -2.38 -2.82
C 2.62 -2.88 -3.33
C 2.28 -2.92 -4.82
C 1.57 -1.79 -5.53
C 1.36 -1.98 -6.97
N 1.68 -3.02 -7.78
C 2.33 -4.06 -7.18
C 2.62 -4.03 -5.74
H -0.05 -1.26 -2.90
H -1.36 -1.60 -4.20
H -0.21 -3.74 -4.40
H -1.47 -4.03 -3.18
H 0.55 -5.07 -2.24
H 0.05 -3.65 -1.25
H 2.16 -3.44 -0.08
H 4.60 -2.30 -0.66
H 4.58 -1.98 -3.38
H 1.26 -0.87 -4.98
H 0.83 -1.12 -7.47
H 2.63 -4.93 -7.82
H 3.15 -4.92 -5.30
C -4.57 1.94 0.32
C -4.16 1.15 1.56
C -2.73 1.47 1.97
O -4.29 -0.24 1.30
H -3.93 1.68 -0.53
H -5.60 1.69 0.03
H -4.50 3.01 0.49
H -4.84 1.39 2.38
H -2.04 1.19 1.17
H -2.45 0.89 2.85
H -2.61 2.53 2.19
H -3.70 -0.47 0.57
C -8.38 -2.54 2.74
C -7.52 -1.81 3.76
C -6.05 -1.86 3.38
O -7.70 -2.41 5.05
H -8.10 -3.60 2.68
H -9.43 -2.50 3.03
H -8.27 -2.09 1.75
H -7.84 -0.77 3.84
H -5.69 -2.90 3.34
H -5.44 -1.35 4.13
H -5.87 -1.40 2.41
H -7.42 -3.33 4.99
C 0.25 2.26 -1.89
C 0.32 2.33 -0.37
C 1.69 2.78 0.10
O 0.03 1.04 0.18
H 0.97 1.53 -2.28
H -0.74 1.92 -2.21
H 0.45 3.23 -2.34
H -0.44 3.02 0.00
H 2.47 2.08 -0.23
H 1.74 2.81 1.19
H 1.94 3.77 -0.30
H 0.70 0.42 -0.15
C -1.64 1.11 6.52
C -0.51 1.66 5.67
C 0.73 1.94 6.51
O -0.93 2.86 5.04
H -1.94 1.83 7.29
H -2.53 0.92 5.91
H -1.35 0.18 7.01
H -0.26 0.94 4.88
H 0.52 2.69 7.28
H 1.53 2.34 5.89
H 1.09 1.03 7.00
H -1.15 3.50 5.72
C 5.25 -1.43 -10.56
C 3.95 -0.68 -10.82
C 3.54 0.16 -9.62
O 2.91 -1.61 -11.12
H 5.14 -2.11 -9.71
H 5.52 -2.03 -11.42
H 6.07 -0.74 -10.34
H 4.07 -0.03 -11.69
H 3.37 -0.48 -8.74
H 2.60 0.68 -9.82
H 4.31 0.90 -9.37
H 2.80 -2.19 -10.35
C 3.39 3.95 10.29
C 3.05 4.15 8.83
C 4.15 4.90 8.10
O 1.83 4.89 8.71
H 3.51 4.91 10.80
H 2.58 3.42 10.81
H 4.31 3.38 10.41
H 2.89 3.18 8.35
H 4.30 5.89 8.53
H 3.89 5.05 7.05
H 5.10 4.35 8.15
H 1.96 5.75 9.13